C2H7NO3PS | ωB97M-V with the def2-TZVPD basis set

The geometry in XYZ format:
```
15
Properties=species:S:1:pos:R:3:nbo_charge:R:1
C -0.688 -0.466 -0.298 -0.6462
C -0.361 0.990 0.123 0.0383
N -0.337 1.082 1.542 -0.8547
O 3.900 0.231 0.259 -1.1630
O 1.732 -0.596 1.393 -1.1865
O 2.429 -1.532 -0.926 -1.0111
P 2.494 -0.183 0.195 2.2008
S 1.433 1.271 -0.916 -0.4361
H 0.191 -1.133 -0.189 0.2675
H -1.074 -0.309 -1.299 0.1879
H -1.455 -0.647 0.325 0.1913
H -0.871 1.760 -0.332 0.1750
H 0.473 0.733 2.132 0.4363
H 2.932 -1.062 -1.614 0.4642
H -0.398 2.041 1.680 0.3363
```

Computed properties:
- Energy above the lowest of the compared OMol25 structures with the same formula, charge and spin: 1.120 eV
- SMILES: C[C@@H](N)S[P@@](=O)([O-])O
- LUMO energy: 3.401 eV
- Net charge: -1
- Molecular weight: 156.1 g mol⁻¹
- Kohn-Sham gap: 8.1 eV
- E_tot: -1100.56991 a.u.

---

C2H7NO3S | ωB97M-V with the def2-TZVPD basis set

The geometry in XYZ format:
```
14
Properties=species:S:1:pos:R:3:nbo_charge:R:1
C -0.611 1.803 -0.008 -0.5169
C -0.036 -2.321 0.221 -0.8240
N -0.217 0.674 -0.758 -0.2051
O -1.184 -0.473 1.746 -0.9146
O 1.247 -0.295 1.374 -0.9518
O 1.138 0.688 -1.112 -0.5520
S -0.122 -0.590 0.879 2.0797
H -0.652 2.826 -0.530 0.2358
H -1.643 1.436 0.293 0.2380
H -0.113 1.955 0.992 0.1966
H 0.741 -1.954 -0.487 0.2460
H 0.297 -3.049 0.867 0.2478
H -0.941 -2.655 -0.356 0.2499
H 1.555 0.888 -0.228 0.4704
```

Computed properties:
- Energy above the lowest of the compared OMol25 structures with the same formula, charge and spin: 3.840 eV
- SMILES: CN(O)S(C)(=O)=O
- LUMO energy: 0.251 eV
- Molecular weight: 125.1 g mol⁻¹
- Kohn-Sham gap: 10.2 eV
- E_tot: -758.91596 a.u.

---

C2H7NOS | ωB97M-V with the def2-TZVPD basis set

The geometry in XYZ format:
```
12
Properties=species:S:1:pos:R:3:nbo_charge:R:1
C 0.279 -1.988 -3.910 -0.6954
S -0.002 -2.463 -2.011 -0.1478
H 1.307 -2.037 -3.817 0.2043
H 0.127 -0.940 -3.864 0.2575
H 0.042 -2.992 -4.261 0.2669
H -1.236 -2.567 -2.440 0.1147
C -0.314 2.648 2.538 0.5390
N -0.142 1.462 3.363 -0.8667
O 0.281 3.639 2.781 -0.5639
H -1.124 2.571 1.849 0.1111
H -0.748 0.644 3.197 0.3891
H 0.627 1.415 3.947 0.3913
```

Computed properties:
- Energy above the lowest of the compared OMol25 structures with the same formula, charge and spin: 2.148 eV
- SMILES: NC=O.CS
- LUMO energy: 0.666 eV
- Molecular weight: 93.2 g mol⁻¹
- Kohn-Sham gap: 9.9 eV
- E_tot: -608.51820 a.u.

---

C2H7NOS | ωB97M-V with the def2-TZVPD basis set

The geometry in XYZ format:
```
12
Properties=species:S:1:pos:R:3:lowdin_spin:R:1
C 1.771 0.330 -0.008 0.0448
C 0.256 0.598 -0.120 0.1446
N -2.193 -0.711 0.682 0.3249
O -0.237 0.906 -1.442 0.0487
S -0.498 -1.133 0.416 1.3098
H 2.115 0.557 0.996 0.0027
H 1.870 -0.746 -0.204 0.0234
H 2.227 0.903 -0.706 0.0018
H 0.060 1.406 0.719 0.0190
H -2.836 -1.155 -0.023 0.0379
H -2.321 -1.017 1.566 0.0329
H -0.213 0.062 -1.877 0.0094
```

Computed properties:
- ⟨S²⟩: 2.0050
- Energy above the lowest of the compared OMol25 structures with the same formula, charge and spin: 1.630 eV
- LUMO energy (alpha / beta): 0.848 / -2.793 eV
- Spin multiplicity: 3
- Molecular weight: 93.2 g mol⁻¹
- Kohn-Sham gap (alpha / beta): 5.4 / 6.6 eV
- E_tot: -608.35989 a.u.

---

C2H7NOS2 | ωB97M-V with the def2-TZVPD basis set

The geometry in XYZ format:
```
13
Properties=species:S:1:pos:R:3:lowdin_spin:R:1
C 1.599 -1.091 1.899 0.0389
S 2.883 -0.029 1.265 0.3700
S 2.424 -0.061 -0.858 0.4976
H 2.062 -1.861 2.529 0.0095
H 1.176 -1.616 1.046 0.0064
H 0.745 -0.517 2.257 0.0020
H 1.922 -1.318 -0.839 0.0353
C -2.352 0.924 -0.602 0.0043
N -2.048 1.004 -1.966 0.0096
O -1.726 0.220 0.134 0.0032
H -3.182 1.562 -0.289 0.0004
H -1.051 0.967 -2.163 0.0198
H -2.450 1.816 -2.413 0.0032
```

Computed properties:
- ⟨S²⟩: 0.7537
- Energy above the lowest of the compared OMol25 structures with the same formula, charge and spin: 0.005 eV
- LUMO energy (alpha / beta): 3.238 / 3.193 eV
- Net charge: -1
- Spin multiplicity: 2
- Molecular weight: 125.2 g mol⁻¹
- Kohn-Sham gap (alpha / beta): 3.0 / 6.2 eV
- E_tot: -1006.74285 a.u.

---

C2H7NOSi | ωB97M-V with the def2-TZVPD basis set

The geometry in XYZ format:
```
12
Properties=species:S:1:pos:R:3:nbo_charge:R:1
C 1.970 0.306 1.906 -0.4948
C 0.702 0.347 1.537 0.1379
N -1.369 -0.378 -1.975 -1.3017
O 0.333 0.109 0.278 -0.8508
Si -1.227 0.395 -0.430 1.5759
H 2.190 0.491 2.949 0.2042
H 2.691 0.329 1.131 0.1998
H -0.020 0.261 2.383 0.1602
H -1.409 0.095 -2.796 0.3872
H -1.002 -1.396 -2.213 0.4122
H -2.107 -0.265 0.558 -0.2200
H -1.338 1.834 -0.699 -0.2101
```

Computed properties:
- Energy above the lowest of the compared OMol25 structures with the same formula, charge and spin: 0.488 eV
- SMILES: C=CO[SiH2]N
- LUMO energy: 0.884 eV
- Molecular weight: 89.2 g mol⁻¹
- Kohn-Sham gap: 9.7 eV
- E_tot: -499.89986 a.u.

---

C2H7NOSi | ωB97M-V with the def2-TZVPD basis set

The geometry in XYZ format:
```
12
Properties=species:S:1:pos:R:3:nbo_charge:R:1
C 0.369 0.478 -2.317 0.8557
C 1.755 0.962 -0.428 -0.4266
N 0.603 0.863 -1.205 -0.5338
O -0.169 0.303 -3.330 -0.5015
Si -1.775 -1.182 1.543 0.5606
H -1.590 -1.976 2.926 -0.1259
H 1.636 0.679 0.617 0.2035
H 2.634 0.458 -0.739 0.1982
H 2.127 1.935 -0.239 0.2047
H -3.108 -1.469 0.766 -0.1309
H -1.812 0.331 1.774 -0.1447
H -0.670 -1.381 0.633 -0.1594
```

Computed properties:
- Energy above the lowest of the compared OMol25 structures with the same formula, charge and spin: 2.586 eV
- SMILES: CN=C=O.[SiH4]
- LUMO energy: 0.536 eV
- Molecular weight: 89.2 g mol⁻¹
- Kohn-Sham gap: 10.9 eV
- E_tot: -499.82277 a.u.

---

C2H7NS | ωB97M-V with the def2-TZVPD basis set

The geometry in XYZ format:
```
11
Properties=species:S:1:pos:R:3:nbo_charge:R:1
C 0.059 -0.548 -0.036 -0.2467
C -0.620 0.769 -0.365 -0.4668
S 0.449 1.654 -1.729 -0.1146
N -0.378 -1.183 1.165 -0.8057
H 1.056 -0.323 0.218 0.1661
H 0.133 -1.333 -0.756 0.1974
H -0.868 1.383 0.456 0.2198
H -1.719 0.759 -0.762 0.2284
H 1.665 1.896 -1.042 0.1336
H 0.350 -0.929 1.812 0.3411
H -0.127 -2.147 1.040 0.3474
```

Computed properties:
- Energy above the lowest of the compared OMol25 structures with the same formula, charge and spin: 1.128 eV
- SMILES: NCCS
- LUMO energy: 0.886 eV
- Molecular weight: 77.2 g mol⁻¹
- Kohn-Sham gap: 10.1 eV
- E_tot: -533.28901 a.u.

---

C2H7NS | ωB97M-V with the def2-TZVPD basis set

The geometry in XYZ format:
```
11
Properties=species:S:1:pos:R:3:nbo_charge:R:1
C 0.190 1.745 0.095 -0.7348
S 1.024 0.404 -0.841 0.1529
H 0.708 2.652 -0.198 0.2307
H 0.318 1.552 1.156 0.2072
H -0.873 1.818 -0.117 0.2140
C -0.137 -1.020 -0.639 -0.3215
N 0.021 -1.675 0.639 -0.8713
H 0.195 -1.614 -1.490 0.1974
H -1.129 -0.612 -0.828 0.1794
H -0.778 -2.207 0.943 0.3715
H 0.461 -1.043 1.279 0.3744
```

Computed properties:
- Energy above the lowest of the compared OMol25 structures with the same formula, charge and spin: 0.251 eV
- SMILES: CSCN
- LUMO energy: 1.067 eV
- Molecular weight: 77.2 g mol⁻¹
- Kohn-Sham gap: 9.8 eV
- E_tot: -533.32124 a.u.

---

C2H7NS | ωB97M-V with the def2-TZVPD basis set

The geometry in XYZ format:
```
11
Properties=species:S:1:pos:R:3:nbo_charge:R:1
C 1.214 0.883 0.172 -0.7224
C -1.387 -0.080 0.087 -0.7782
N 0.471 -2.202 -0.377 -0.9023
S 0.116 -0.559 0.860 0.6859
H 2.263 0.696 0.530 0.2370
H 0.865 1.800 0.641 0.2142
H 1.218 1.026 -0.968 0.2403
H -1.859 0.772 0.511 0.2294
H -1.993 -0.961 -0.074 0.2660
H -1.140 0.302 -0.849 0.2297
H 1.172 -2.769 0.284 0.3004
```

Computed properties:
- Energy above the lowest of the compared OMol25 structures with the same formula, charge and spin: 3.746 eV
- LUMO energy: 0.692 eV
- Molecular weight: 77.2 g mol⁻¹
- Kohn-Sham gap: 8.6 eV
- E_tot: -533.19278 a.u.

---

C2H7NS | ωB97M-V with the def2-TZVPD basis set

The geometry in XYZ format:
```
11
Properties=species:S:1:pos:R:3:nbo_charge:R:1
C -0.726 -0.468 -0.438 -0.2204
C 0.529 -0.658 0.456 -0.5959
S 0.622 0.566 1.711 0.0109
N -0.638 0.888 -0.965 -0.8586
H -0.779 -1.251 -1.215 0.2007
H -1.590 -0.566 0.288 0.1568
H 0.462 -1.625 0.966 0.2162
H 1.476 -0.730 -0.135 0.2340
H 2.380 1.111 0.933 0.1228
H -1.534 1.229 -1.283 0.3615
H -0.202 1.504 -0.318 0.3720
```

Computed properties:
- Energy above the lowest of the compared OMol25 structures with the same formula, charge and spin: 2.601 eV
- LUMO energy: -1.075 eV
- Molecular weight: 77.2 g mol⁻¹
- Kohn-Sham gap: 7.8 eV
- E_tot: -533.23487 a.u.

---

C2H7NS | ωB97M-V with the def2-TZVPD basis set

The geometry in XYZ format:
```
11
Properties=species:S:1:pos:R:3:nbo_charge:R:1
C -0.379 0.620 -0.405 -0.2315
C 0.440 -0.571 -0.851 -0.5215
H -1.274 1.263 1.314 0.3614
H -0.676 -0.215 1.570 0.3473
H -1.333 0.693 -1.010 0.1811
H 0.217 1.518 -0.561 0.1916
H -0.311 -1.401 -0.985 0.1987
H 0.891 -0.454 -1.778 0.2244
H 1.115 -1.043 1.378 0.1121
N -0.474 0.667 1.070 -0.8433
S 1.785 -1.077 0.258 -0.0204
```

Computed properties:
- Energy above the lowest of the compared OMol25 structures with the same formula, charge and spin: 0.487 eV
- SMILES: NCCS
- LUMO energy: 1.013 eV
- Molecular weight: 77.2 g mol⁻¹
- Kohn-Sham gap: 9.8 eV
- E_tot: -533.31254 a.u.

---

Please write out number 2 again, unchanged.
C2H7NO3S | ωB97M-V with the def2-TZVPD basis set

The geometry in XYZ format:
```
14
Properties=species:S:1:pos:R:3:nbo_charge:R:1
C -0.611 1.803 -0.008 -0.5169
C -0.036 -2.321 0.221 -0.8240
N -0.217 0.674 -0.758 -0.2051
O -1.184 -0.473 1.746 -0.9146
O 1.247 -0.295 1.374 -0.9518
O 1.138 0.688 -1.112 -0.5520
S -0.122 -0.590 0.879 2.0797
H -0.652 2.826 -0.530 0.2358
H -1.643 1.436 0.293 0.2380
H -0.113 1.955 0.992 0.1966
H 0.741 -1.954 -0.487 0.2460
H 0.297 -3.049 0.867 0.2478
H -0.941 -2.655 -0.356 0.2499
H 1.555 0.888 -0.228 0.4704
```

Computed properties:
- Energy above the lowest of the compared OMol25 structures with the same formula, charge and spin: 3.840 eV
- SMILES: CN(O)S(C)(=O)=O
- LUMO energy: 0.251 eV
- Molecular weight: 125.1 g mol⁻¹
- Kohn-Sham gap: 10.2 eV
- E_tot: -758.91596 a.u.

---

> Which of these has the lowest energy above the lowest of the compared OMol25 structures with the same formula, charge and spin?

C2H7NOS2

---

> Which of these has the lowest E_tot?

C2H7NO3PS

---

> Which value of energy above the lowest of the compared OMol25 structures with the same formula, charge and spin does entry 3 give?

2.148 eV